27
Properties=species:S:1:pos:R:3:forces:R:3 method="wB97M-V/def2-TZVPD" largest_force_ev_per_a=2.52 total_charge=0 relative_energy_ev=1.128 spin_multiplicity=1
C -1.421 -1.848 2.802 -0.4 1.0 1.9
C 0.024 -1.481 2.544 1.8 -1.8 -0.2
S 0.386 -1.164 0.786 -0.5 0.0 -0.4
S 2.105 -0.101 0.715 1.7 0.6 -0.2
C 2.094 1.758 0.303 -2.0 0.8 0.8
C 1.000 2.171 -0.741 0.9 1.4 0.6
C 1.194 1.660 -2.139 0.4 -0.5 -1.1
N -0.362 2.009 -0.224 -0.5 -1.4 -0.3
H -2.214 -1.380 2.220 0.4 0.0 -0.5
H -1.540 -1.376 3.803 -0.5 -0.7 -0.2
H -1.618 -2.920 2.899 0.2 0.3 -0.2
H 0.671 -2.328 2.962 -0.7 0.8 -1.0
H 0.470 -0.665 3.076 -0.6 1.0 0.4
H 3.128 2.112 0.132 -0.3 -0.9 -0.6
H 1.853 2.361 1.208 -0.1 -0.7 -0.2
H 0.965 3.258 -0.908 1.3 0.1 0.6
H 0.759 0.673 -2.228 -0.1 -0.3 -0.3
H 2.212 1.627 -2.604 -0.4 -0.1 1.2
H 0.718 2.363 -2.810 -0.7 -0.1 -0.3
H -0.357 1.763 0.758 0.2 0.3 0.2
H -0.826 1.179 -0.607 0.2 0.5 -0.1
O -0.748 -2.624 -2.660 -0.3 0.4 0.1
H -0.962 -3.558 -2.702 0.2 -0.1 -0.1
H 0.151 -2.501 -2.973 0.0 -0.3 0.0
O -2.319 -0.180 -0.885 -1.1 -0.5 -0.8
H -2.079 -0.533 -1.756 0.6 -0.1 0.2
H -3.285 -0.276 -0.969 0.4 0.3 0.5

---

26
Properties=species:S:1:pos:R:3:forces:R:3 method="wB97M-V/def2-TZVPD" largest_force_ev_per_a=5.52 total_charge=0 relative_energy_ev=3.777 spin_multiplicity=1
C -2.251 -0.580 -0.370 -2.5 0.3 -1.1
C -1.349 0.342 -1.123 0.3 2.1 0.1
C -0.714 1.471 -0.330 -1.6 2.4 -1.1
N 0.288 1.201 0.679 -1.2 -1.0 2.0
C 1.574 1.624 0.303 2.2 1.9 0.3
C 2.078 0.773 -0.853 -0.6 0.5 -1.9
O 1.532 -0.551 -0.669 -2.1 -1.6 -2.4
H -3.148 -0.292 -0.995 -0.1 -1.5 1.6
H -2.064 -1.641 -0.370 0.4 -0.4 -0.9
H -2.437 -0.437 0.674 -0.1 1.1 0.6
H -1.877 0.924 -1.910 -0.2 -0.6 0.4
H -0.723 -0.254 -1.693 1.8 -1.0 -1.3
H -0.494 2.395 -1.049 0.9 -2.2 1.2
H -1.644 2.027 0.011 0.8 -0.9 1.0
H 0.295 0.214 1.135 -0.5 2.7 -1.4
H 1.573 2.773 0.100 -0.1 -2.0 -0.2
H 2.374 1.586 1.070 -0.9 -0.4 0.4
H 1.665 1.311 -1.774 0.8 -1.3 0.6
H 3.200 0.684 -0.901 -1.2 0.1 -0.1
H 0.640 -0.868 -1.260 4.1 2.0 2.1
O -0.210 -1.767 3.048 3.3 3.6 2.5
H -0.731 -2.326 2.574 -1.5 -2.4 -2.7
H 0.616 -1.459 2.585 -1.7 -1.2 0.5
O 0.252 -2.634 0.417 0.4 2.6 0.2
H 0.403 -1.613 0.510 -0.4 -2.8 -0.4
H 1.151 -2.902 0.190 -0.1 -0.2 0.0

---

26
Properties=species:S:1:pos:R:3:forces:R:3 method="wB97M-V/def2-TZVPD" largest_force_ev_per_a=3.07 total_charge=0 relative_energy_ev=0.570 spin_multiplicity=1
C 0.215 -2.282 -1.080 0.9 -1.2 0.1
C 1.454 -1.560 -0.521 -0.1 -1.3 0.4
C 1.074 -0.493 0.459 0.2 0.0 0.1
C 1.571 0.885 0.174 0.0 0.9 0.4
C 0.333 -0.796 1.530 0.1 0.5 0.0
N -0.217 0.185 2.413 -1.2 -2.5 0.0
H 0.529 -3.067 -1.803 -0.2 0.2 0.6
H -0.389 -2.732 -0.261 0.4 0.2 -0.7
H -0.393 -1.620 -1.649 -0.7 0.6 -0.3
H 2.085 -2.280 0.023 -0.1 -0.1 -0.3
H 2.097 -1.211 -1.334 -0.2 0.3 0.1
H 2.237 0.948 -0.690 0.0 -0.3 0.2
H 2.101 1.335 1.040 -0.2 -0.2 -0.4
H 0.742 1.546 -0.067 -0.2 0.4 0.1
H 0.041 -1.825 1.747 0.0 0.3 -0.1
H 0.232 1.044 2.406 1.0 1.8 0.1
H -0.415 -0.160 3.353 0.2 0.3 -0.5
O -1.132 3.106 -0.636 0.9 -0.1 -2.8
H -1.627 2.443 -0.157 -0.3 -0.2 0.1
H -0.987 2.659 -1.569 -0.5 1.1 2.8
O -0.969 0.805 -2.070 1.0 -0.5 -0.7
H -1.450 0.654 -1.245 -0.1 -0.2 0.2
H -0.066 0.470 -1.907 -0.7 0.3 -0.1
O -2.229 0.839 0.291 -0.3 -0.6 0.8
H -3.130 0.562 0.482 -0.1 0.0 -0.1
H -1.710 0.545 1.070 0.1 0.1 -0.1

---

34
Properties=species:S:1:pos:R:3:forces:R:3 method="wB97M-V/def2-TZVPD" s2=8.7536 largest_force_ev_per_a=12.77 total_charge=+2 relative_energy_ev=0.597 spin_multiplicity=6
Mn 0.365 0.352 -0.445 -0.7 -1.1 1.0
C -2.393 -1.967 2.279 -0.5 -0.6 0.2
C -1.498 -2.035 1.049 -0.3 -0.7 2.4
O -0.345 -1.168 1.235 -0.7 -0.1 -0.9
H -3.169 -2.744 2.261 0.2 0.1 -0.4
H -2.949 -1.043 2.418 0.3 0.3 0.0
H -1.838 -2.227 3.187 0.1 0.3 -0.1
H -2.014 -1.782 0.184 -0.7 0.7 -1.7
H -1.187 -3.064 0.976 0.5 -0.3 -0.4
H 0.081 -1.614 1.954 1.0 0.0 0.9
C 1.878 -0.771 -2.116 11.4 2.5 -5.1
O 3.163 -0.536 -2.599 -8.8 -1.1 2.8
N 1.587 -1.321 -0.980 1.4 -7.0 4.7
N 0.725 -0.273 -2.486 -2.4 4.2 -6.8
H 2.451 -1.503 -0.468 0.1 -0.3 0.2
H 1.282 -2.304 -1.322 0.0 1.3 1.5
H 0.952 0.346 -3.318 -1.1 -0.9 0.7
H -0.096 -0.855 -2.661 0.4 -0.2 -0.1
C 2.518 1.779 0.084 11.6 -4.0 -2.8
O 3.826 1.350 -0.186 -8.0 3.6 2.0
N 1.785 1.091 0.929 0.9 -3.1 9.1
N 1.659 1.989 -0.872 -1.8 6.1 -9.8
H 2.514 0.544 1.437 -0.5 -0.2 -0.1
H 1.385 1.552 1.756 -0.3 0.5 -0.5
H 2.161 2.075 -1.848 -0.7 -0.1 2.2
H 1.060 2.870 -0.912 0.9 -1.0 0.8
C -1.853 1.813 -0.041 -5.0 10.1 1.1
O -2.591 2.922 -0.125 4.5 -6.6 -0.2
N -1.666 0.774 -0.836 -4.2 -3.2 -6.7
N -1.046 1.490 0.935 1.4 3.1 6.3
H -1.861 1.082 -1.810 0.0 -0.3 0.2
H -2.598 0.339 -0.631 0.7 -1.0 -0.6
H -1.086 2.267 1.634 0.2 -1.1 -0.1
H -1.187 0.563 1.350 0.2 0.2 0.2

---

27
Properties=species:S:1:pos:R:3:forces:R:3 method="wB97M-V/def2-TZVPD" largest_force_ev_per_a=2.05 total_charge=0 relative_energy_ev=1.170 spin_multiplicity=1
C -2.726 0.652 0.410 -1.0 -1.3 -0.1
C -1.291 0.728 -0.087 0.2 1.0 -0.1
N -0.216 0.134 0.738 -0.3 -0.8 -0.1
C -0.700 -0.718 1.834 -0.1 0.0 -0.4
C 0.794 -0.554 -0.089 -1.7 -1.1 0.2
C 0.228 -1.781 -0.899 0.0 1.7 0.3
N 1.067 -2.150 -2.012 -0.5 -1.0 0.2
H -3.219 -0.309 0.169 0.4 0.2 -0.5
H -3.324 1.405 -0.100 0.0 0.2 0.2
H -2.947 0.638 1.474 0.6 0.9 0.3
H -1.303 0.361 -1.117 0.2 -0.4 0.1
H -1.045 1.785 -0.242 0.1 0.0 0.2
H 0.031 -1.487 2.091 0.3 0.3 0.1
H -0.908 -0.085 2.695 -0.1 -0.2 0.2
H -1.592 -1.298 1.580 -0.1 0.1 0.0
H 1.466 -1.040 0.625 0.7 0.6 -0.3
H 1.199 0.198 -0.751 0.5 -0.2 -0.2
H -0.781 -1.545 -1.251 0.0 0.0 0.1
H 0.110 -2.571 -0.159 0.1 -0.4 -0.3
H 1.466 -3.060 -1.875 0.5 0.1 -0.3
H 1.668 -1.470 -2.441 0.1 0.1 0.3
O 2.294 1.853 1.116 -0.5 0.0 0.3
H 1.418 2.075 1.482 0.4 0.1 -0.3
H 2.228 0.893 1.113 0.2 -0.1 0.0
O 1.685 2.362 -1.632 0.4 -0.2 0.4
H 2.409 2.931 -1.919 -0.2 0.0 -0.1
H 1.990 2.053 -0.751 -0.2 0.4 -0.3

---

27
Properties=species:S:1:pos:R:3:forces:R:3 method="wB97M-V/def2-TZVPD" largest_force_ev_per_a=2.57 total_charge=0 relative_energy_ev=0.804 spin_multiplicity=1
C 1.292 1.508 1.126 0.0 -0.1 -0.1
N 0.886 0.581 0.081 0.5 -0.1 0.1
C 1.241 1.089 -1.241 -0.1 -0.1 0.1
C 1.392 -0.783 0.319 -0.2 0.2 0.3
N 0.691 -1.655 -0.597 -1.7 0.7 -0.1
N 2.840 -0.859 0.192 0.0 0.0 0.0
H 0.838 2.478 0.926 0.0 0.0 0.1
H 0.935 1.143 2.089 0.0 0.0 0.1
H 2.381 1.623 1.176 0.0 0.0 0.0
H 1.040 0.305 -1.967 0.0 0.1 -0.1
H 0.619 1.959 -1.456 0.0 0.0 -0.1
H 2.294 1.386 -1.305 0.0 0.0 0.0
H 1.162 -0.995 1.384 0.1 0.1 -0.3
H -0.383 -1.376 -0.570 2.3 -1.2 0.1
H 0.864 -2.623 -0.348 -0.3 0.1 -0.1
H 3.189 -1.707 0.623 0.0 0.1 0.0
H 3.085 -0.887 -0.794 0.0 -0.1 0.1
C -2.629 0.186 -1.124 0.0 0.1 0.1
N -1.783 -0.357 -0.079 0.9 1.1 0.2
C -2.486 -0.517 1.181 0.1 0.1 -0.1
H -3.030 1.182 -0.879 0.0 0.0 -0.1
H -2.052 0.257 -2.045 -0.1 0.0 -0.1
H -3.479 -0.482 -1.296 0.0 0.0 0.0
H -0.896 0.256 0.057 -1.7 -1.0 -0.2
H -1.800 -0.937 1.917 -0.1 0.0 0.1
H -2.883 0.431 1.578 0.0 -0.1 0.0
H -3.327 -1.205 1.052 0.1 0.0 0.1

---

26
Properties=species:S:1:pos:R:3:forces:R:3 method="wB97M-V/def2-TZVPD" s2=0.7508 largest_force_ev_per_a=3.72 total_charge=0 relative_energy_ev=1.533 spin_multiplicity=2
C 1.385 2.132 1.518 -0.2 0.1 -0.4
C 1.426 0.682 0.995 -1.4 3.4 0.4
C 1.265 0.732 -0.527 -0.2 0.8 -0.3
C 1.132 -0.550 -1.335 -1.0 -0.9 0.0
C 2.397 -1.191 -1.908 0.6 0.6 -0.1
N 0.185 -0.028 1.581 2.6 0.7 -2.1
H 0.515 2.712 1.184 -0.2 -0.5 -0.1
H 1.308 2.071 2.603 0.5 0.4 0.1
H 2.226 2.733 1.154 0.2 -0.2 0.5
H 2.404 0.332 1.357 -0.4 -0.7 -0.2
H 2.028 1.420 -0.901 0.4 -0.4 -0.2
H 0.364 1.320 -0.733 -0.1 -0.2 0.4
H 0.346 -0.477 -2.097 0.5 0.7 -0.2
H 0.543 -1.264 -0.729 0.5 -0.1 0.2
H 3.276 -0.561 -1.715 -0.1 -0.1 0.2
H 2.389 -1.261 -2.999 -0.3 -0.3 0.1
H 2.604 -2.162 -1.462 0.1 -0.1 -0.2
H 1.948 -1.911 0.433 0.1 -0.3 0.3
H 0.732 -0.808 1.196 -2.0 -2.0 1.7
H 0.141 0.127 2.582 0.6 -0.8 0.1
H -1.307 0.359 0.398 0.1 -0.1 -0.5
H -2.544 -0.385 0.063 -0.4 -0.1 -0.4
O -1.905 0.195 -0.365 0.1 0.1 0.7
H -5.022 -2.317 -0.220 0.1 0.0 0.0
H -5.636 -0.942 -0.040 0.2 0.1 0.0
O -4.787 -1.397 -0.064 -0.2 0.0 0.0

---

26
Properties=species:S:1:pos:R:3:forces:R:3 method="wB97M-V/def2-TZVPD" largest_force_ev_per_a=3.05 total_charge=+1 relative_energy_ev=1.411 spin_multiplicity=1
C -0.377 -0.626 -1.972 -1.3 -1.7 -1.7
C -0.525 -0.459 -0.520 0.1 2.7 1.4
C 0.499 0.449 0.169 0.7 1.0 0.0
C 1.803 -0.300 0.526 -0.4 0.2 0.3
C 0.930 1.650 -0.725 0.5 -0.4 -0.5
N -1.940 0.446 -0.269 1.1 -2.9 0.1
H 0.437 -1.249 -2.379 0.1 0.4 0.9
H -0.442 0.266 -2.586 0.2 0.3 0.3
H -1.257 -1.236 -2.235 0.1 0.2 -0.4
H -0.584 -1.381 0.070 -0.8 0.2 -0.3
H 0.131 0.881 1.134 -0.2 -0.6 -0.7
H 2.580 -0.076 -0.191 0.2 -0.3 -0.1
H 1.674 -1.349 0.675 -0.2 -1.0 -0.6
H 2.162 -0.056 1.512 0.2 0.8 0.3
H 1.626 1.237 -1.505 -0.2 0.6 1.0
H 1.411 2.366 -0.031 0.0 -0.2 -0.9
H 0.206 2.173 -1.375 -0.3 -0.1 0.9
H -2.194 1.280 -0.804 1.1 0.5 0.4
H -1.839 0.606 0.735 -0.5 0.6 -0.4
H -2.765 -0.122 -0.427 -0.1 -0.6 0.2
H -3.375 2.892 0.932 -0.2 0.4 -0.2
H -3.228 3.563 -0.493 -0.2 0.2 0.4
O -2.901 2.876 0.096 0.3 -0.3 -0.3
H 2.356 -5.332 3.362 0.1 0.0 0.0
H 3.261 -4.124 3.049 -0.1 -0.2 0.1
O 2.352 -4.376 3.250 0.0 0.2 -0.1

---

Repeat the eighth record exactly.
26
Properties=species:S:1:pos:R:3:forces:R:3 method="wB97M-V/def2-TZVPD" largest_force_ev_per_a=3.05 total_charge=+1 relative_energy_ev=1.411 spin_multiplicity=1
C -0.377 -0.626 -1.972 -1.3 -1.7 -1.7
C -0.525 -0.459 -0.520 0.1 2.7 1.4
C 0.499 0.449 0.169 0.7 1.0 0.0
C 1.803 -0.300 0.526 -0.4 0.2 0.3
C 0.930 1.650 -0.725 0.5 -0.4 -0.5
N -1.940 0.446 -0.269 1.1 -2.9 0.1
H 0.437 -1.249 -2.379 0.1 0.4 0.9
H -0.442 0.266 -2.586 0.2 0.3 0.3
H -1.257 -1.236 -2.235 0.1 0.2 -0.4
H -0.584 -1.381 0.070 -0.8 0.2 -0.3
H 0.131 0.881 1.134 -0.2 -0.6 -0.7
H 2.580 -0.076 -0.191 0.2 -0.3 -0.1
H 1.674 -1.349 0.675 -0.2 -1.0 -0.6
H 2.162 -0.056 1.512 0.2 0.8 0.3
H 1.626 1.237 -1.505 -0.2 0.6 1.0
H 1.411 2.366 -0.031 0.0 -0.2 -0.9
H 0.206 2.173 -1.375 -0.3 -0.1 0.9
H -2.194 1.280 -0.804 1.1 0.5 0.4
H -1.839 0.606 0.735 -0.5 0.6 -0.4
H -2.765 -0.122 -0.427 -0.1 -0.6 0.2
H -3.375 2.892 0.932 -0.2 0.4 -0.2
H -3.228 3.563 -0.493 -0.2 0.2 0.4
O -2.901 2.876 0.096 0.3 -0.3 -0.3
H 2.356 -5.332 3.362 0.1 0.0 0.0
H 3.261 -4.124 3.049 -0.1 -0.2 0.1
O 2.352 -4.376 3.250 0.0 0.2 -0.1

---

Repeat the fifth record exactly.
27
Properties=species:S:1:pos:R:3:forces:R:3 method="wB97M-V/def2-TZVPD" largest_force_ev_per_a=2.05 total_charge=0 relative_energy_ev=1.170 spin_multiplicity=1
C -2.726 0.652 0.410 -1.0 -1.3 -0.1
C -1.291 0.728 -0.087 0.2 1.0 -0.1
N -0.216 0.134 0.738 -0.3 -0.8 -0.1
C -0.700 -0.718 1.834 -0.1 0.0 -0.4
C 0.794 -0.554 -0.089 -1.7 -1.1 0.2
C 0.228 -1.781 -0.899 0.0 1.7 0.3
N 1.067 -2.150 -2.012 -0.5 -1.0 0.2
H -3.219 -0.309 0.169 0.4 0.2 -0.5
H -3.324 1.405 -0.100 0.0 0.2 0.2
H -2.947 0.638 1.474 0.6 0.9 0.3
H -1.303 0.361 -1.117 0.2 -0.4 0.1
H -1.045 1.785 -0.242 0.1 0.0 0.2
H 0.031 -1.487 2.091 0.3 0.3 0.1
H -0.908 -0.085 2.695 -0.1 -0.2 0.2
H -1.592 -1.298 1.580 -0.1 0.1 0.0
H 1.466 -1.040 0.625 0.7 0.6 -0.3
H 1.199 0.198 -0.751 0.5 -0.2 -0.2
H -0.781 -1.545 -1.251 0.0 0.0 0.1
H 0.110 -2.571 -0.159 0.1 -0.4 -0.3
H 1.466 -3.060 -1.875 0.5 0.1 -0.3
H 1.668 -1.470 -2.441 0.1 0.1 0.3
O 2.294 1.853 1.116 -0.5 0.0 0.3
H 1.418 2.075 1.482 0.4 0.1 -0.3
H 2.228 0.893 1.113 0.2 -0.1 0.0
O 1.685 2.362 -1.632 0.4 -0.2 0.4
H 2.409 2.931 -1.919 -0.2 0.0 -0.1
H 1.990 2.053 -0.751 -0.2 0.4 -0.3